[1]
{"formula": "C24H20ClNO4", "method": "ωB97M-V with the def2-TZVPD basis set", "charge": 0, "homo_ev": -9.3, "homo_lumo_gap_ev": 9.48, "species": ["C", "C", "C", "C", "C", "C", "O", "C", "O", "C", "O", "C", "N", "C", "O", "C", "C", "C", "C", "Cl", "C", "C", "C", "C", "C", "C", "C", "C", "C", "C", "H", "H", "H", "H", "H", "H", "H", "H", "H", "H", "H", "H", "H", "H", "H", "H", "H", "H", "H", "H"], "coordinates": [[6.462, -2.897, 0.599], [5.361, -1.895, 0.751], [5.113, -0.953, -0.242], [4.110, -0.014, -0.104], [3.327, 0.007, 1.050], [2.248, 0.986, 1.284], [1.935, 1.359, 2.389], [1.509, 1.505, 0.036], [1.173, 0.395, -0.809], [1.548, 0.420, -2.086], [2.320, 1.205, -2.564], [0.867, -0.709, -2.855], [-0.288, -1.220, -2.160], [-1.449, -0.497, -2.204], [-1.616, 0.404, -2.999], [-2.500, -0.910, -1.232], [-2.580, -2.184, -0.677], [-3.582, -2.490, 0.226], [-4.506, -1.518, 0.579], [-5.748, -1.900, 1.716], [-4.450, -0.249, 0.024], [-3.450, 0.046, -0.882], [0.232, 2.212, 0.412], [0.078, 3.573, 0.197], [-1.107, 4.198, 0.544], [-2.141, 3.468, 1.105], [-1.989, 2.109, 1.321], [-0.807, 1.482, 0.974], [3.589, -0.923, 2.059], [4.584, -1.865, 1.905], [7.371, -2.518, 1.067], [6.677, -3.085, -0.450], [6.203, -3.836, 1.084], [5.719, -0.952, -1.137], [3.965, 0.716, -0.885], [2.178, 2.180, -0.515], [1.587, -1.511, -3.034], [0.538, -0.300, -3.815], [-0.101, -1.759, -1.328], [-1.882, -2.956, -0.965], [-3.651, -3.478, 0.653], [-5.182, 0.495, 0.297], [-3.385, 1.024, -1.332], [0.883, 4.143, -0.243], [-1.223, 5.258, 0.374], [-3.064, 3.959, 1.375], [-2.790, 1.534, 1.761], [-0.685, 0.421, 1.139], [2.989, -0.892, 2.956], [4.769, -2.583, 2.690]], "atomic_forces_ev_per_a": [[0.063, 0.019, 0.028], [-0.111, 0.074, -0.023], [0.065, -0.077, 0.055], [-0.169, 0.099, 0.185], [0.473, -0.413, 0.232], [-0.195, 0.073, -0.232], [0.037, -0.055, -0.160], [-0.090, 0.612, 0.186], [0.005, -0.054, 0.560], [0.013, -0.113, -0.563], [0.009, 0.014, -0.036], [-0.144, 0.183, -0.063], [0.148, -0.304, -0.106], [0.079, -0.307, -0.023], [0.033, 0.235, -0.008], [-0.323, 0.060, 0.141], [0.043, 0.204, -0.075], [-0.107, -0.015, 0.129], [0.218, 0.021, -0.196], [-0.141, -0.040, 0.128], [-0.037, -0.102, 0.032], [0.127, -0.122, -0.122], [0.125, -0.023, -0.161], [0.084, -0.169, 0.013], [-0.075, 0.116, 0.014], [-0.027, 0.108, -0.003], [0.016, -0.115, 0.050], [0.010, 0.091, -0.020], [-0.128, 0.180, -0.121], [0.050, 0.005, -0.069], [0.091, -0.045, 0.004], [0.044, -0.058, -0.045], [0.029, -0.081, -0.001], [0.068, -0.008, -0.092], [-0.090, 0.066, -0.112], [-0.110, -0.131, 0.113], [-0.015, 0.114, 0.017], [0.190, -0.071, 0.156], [-0.107, 0.099, -0.035], [0.064, -0.073, -0.026], [-0.031, -0.071, 0.040], [-0.073, 0.055, 0.049], [0.010, 0.082, -0.030], [0.086, 0.047, -0.061], [-0.018, 0.086, -0.015], [-0.076, 0.046, 0.027], [-0.067, -0.038, 0.039], [-0.014, -0.121, 0.045], [-0.042, 0.007, 0.083], [0.010, -0.089, 0.074]]}

[2]
{"formula": "C3H6N2O", "method": "ωB97M-V with the def2-TZVPD basis set", "relative_energy_kcal_mol": 111.8, "charge": 0, "homo_ev": -7.9, "homo_lumo_gap_ev": 8.60, "species": ["C", "C", "C", "O", "N", "N", "H", "H", "H", "H", "H", "H"], "coordinates": [[0.506, 0.707, -1.408], [-0.859, 0.726, 0.586], [0.248, -1.367, 0.892], [-1.234, 0.121, 1.682], [-0.879, -1.346, 1.596], [-0.072, 0.121, -0.225], [-1.315, 1.698, 0.407], [0.310, 0.062, -2.269], [1.588, 0.804, -1.282], [0.089, 1.700, -1.615], [1.190, -0.885, 1.197], [0.429, -2.341, 0.440]], "atomic_forces_ev_per_a": [[-0.202, 0.019, -0.176], [0.184, -0.760, -0.653], [0.370, -0.037, 1.125], [0.410, -0.139, 0.610], [-0.186, 0.494, -1.191], [-0.482, 0.413, 0.182], [0.141, 0.004, 0.135], [0.070, 0.099, 0.065], [-0.071, -0.027, -0.034], [0.063, -0.092, 0.005], [-0.215, 0.077, 0.033], [-0.083, -0.050, -0.101]]}

[3]
{"formula": "C16H15BrEuSe", "method": "ωB97M-V with the def2-TZVPD basis set", "multiplicity": 8, "charge": -2, "homo_ev": [0.2, 0.2], "homo_lumo_gap_ev": [4.33, 4.32], "s2": 15.7608, "species": ["C", "C", "C", "H", "C", "C", "H", "H", "H", "H", "Eu", "Br", "C", "C", "C", "H", "C", "C", "H", "H", "H", "H", "Se", "C", "C", "C", "C", "C", "C", "H", "H", "H", "H", "H"], "coordinates": [[-0.438, -0.835, -2.919], [-0.808, -1.960, -2.128], [-1.847, -1.548, -1.225], [-0.358, -2.953, -2.188], [-1.985, -0.121, -1.358], [-1.155, 0.296, -2.447], [-1.145, 1.278, -2.913], [0.204, -0.856, -3.798], [-2.428, -2.197, -0.559], [-2.632, 0.523, -0.762], [-0.057, -1.096, 0.744], [1.962, -2.846, 0.510], [3.529, 1.505, -1.294], [2.508, 2.176, -2.033], [2.093, 1.305, -3.089], [2.152, 3.180, -1.860], [2.932, 0.161, -3.063], [3.778, 0.251, -1.927], [4.475, -0.510, -1.594], [3.977, 1.844, -0.371], [1.216, 1.457, -3.725], [2.936, -0.629, -3.820], [0.963, 1.428, 2.025], [-0.498, 0.726, 2.939], [-1.795, 1.270, 2.745], [-2.888, 0.707, 3.394], [-2.723, -0.424, 4.208], [-1.484, -1.070, 4.270], [-0.364, -0.503, 3.657], [-1.903, 2.124, 2.072], [-3.878, 1.150, 3.261], [-3.583, -0.833, 4.749], [-1.381, -2.025, 4.794], [0.627, -0.974, 3.707]], "atomic_forces_ev_per_a": [[-0.776, -0.109, 0.622], [-0.499, 0.382, -0.152], [0.629, 0.445, -0.058], [-0.313, 0.260, -0.096], [0.092, -0.379, -0.604], [-0.244, -0.950, 0.391], [0.194, -0.108, 0.387], [0.094, 0.060, 0.550], [0.194, 0.167, -0.129], [-0.029, -0.179, -0.265], [-0.191, 1.238, -1.042], [0.762, -1.044, 0.208], [-0.455, -0.327, -0.789], [0.286, -1.149, -0.190], [0.702, 0.526, 0.250], [-0.274, 0.032, 0.221], [-0.189, 0.158, 0.229], [-0.261, 0.699, -0.306], [-0.002, 0.062, -0.012], [0.105, 0.106, 0.041], [0.505, 0.053, 0.008], [-0.155, 0.037, 0.439], [0.591, 0.406, -0.264], [-0.353, -0.597, 0.064], [0.103, -0.377, 0.364], [0.196, 0.001, 0.182], [-0.270, -0.274, -0.115], [0.016, 0.141, 0.074], [-0.545, 0.506, -0.160], [0.044, -0.260, 0.306], [0.244, -0.151, 0.097], [0.293, 0.059, -0.279], [-0.078, 0.356, -0.037], [-0.416, 0.210, 0.064]]}

Calculated E, -1742.521408, -302.514897, -6304.463494 hartree (same order as the records).